Record 1
{"formula": "C16H48N3O8", "method": "ωB97M-V/def2-TZVPD", "species": ["H", "H", "C", "C", "O", "H", "C", "C", "H", "C", "C", "H", "O", "H", "H", "H", "N", "H", "H", "H", "H", "H", "O", "C", "H", "H", "C", "H", "H", "H", "H", "H", "H", "H", "H", "H", "C", "H", "H", "C", "H", "H", "N", "O", "H", "H", "H", "H", "H", "C", "O", "H", "C", "C", "H", "H", "H", "H", "H", "C", "O", "H", "O", "H", "H", "H", "C", "H", "H", "H", "H", "N", "C", "H", "O"], "xyz": [[2.474071, -0.658233, 2.108899], [1.404991, 4.653557, 2.145329], [2.378981, -1.183573, 3.059199], [-3.707089, -0.301773, -0.708331], [1.839691, -3.597503, 4.922649], [-4.722829, 2.634347, -3.303101], [0.140041, -2.876793, -3.892431], [-3.892499, 0.977607, -1.542171], [-1.288999, 1.407647, -3.622081], [-5.039329, -0.846363, -0.261221], [1.073701, -1.870913, 3.285649], [-5.630399, -1.124413, -1.133821], [-4.286459, 0.585987, -2.840881], [0.972181, -3.407373, -5.446961], [-2.892719, 1.411637, -1.554511], [0.994681, -4.583973, 6.540609], [-2.761099, 0.028847, 0.402559], [-4.532229, 1.682687, -1.011401], [1.057111, 1.902777, 2.798179], [1.548561, 3.262487, 0.230699], [-2.931209, 0.961117, 0.751899], [2.811191, 3.706517, 2.824949], [0.473681, 0.710427, -2.761661], [0.385891, 2.779537, -4.027311], [-0.896919, -3.122063, -4.121921], [0.379961, 2.392307, -5.046191], [0.872861, -2.618553, 4.621469], [-0.703599, 2.437377, -2.262791], [1.264531, 1.076137, -2.358651], [0.175811, -0.201243, 3.571429], [3.962851, -0.529903, 0.022539], [0.260431, -1.948843, -4.451451], [1.201871, -2.645723, 2.529769], [3.778721, 2.327177, 0.411499], [-3.131309, -1.103693, -1.170391], [-5.021759, 1.391637, -4.531741], [-4.360109, 1.694987, -3.720391], [0.008131, 2.706797, 1.946549], [-3.054939, -0.536103, 1.186509], [-0.417019, 1.816457, -3.111571], [3.370671, 1.264257, 1.648549], [-5.045199, -1.738333, 0.365249], [0.798341, 2.086957, 1.839429], [1.648941, 3.118077, -3.490211], [1.935801, 3.865307, -4.020251], [2.278651, -3.402103, 6.943789], [-0.832179, -1.429063, 3.194629], [0.134321, -3.615403, -1.849601], [1.403771, -2.391673, -2.134691], [3.306601, -0.033553, -0.692351], [-0.400149, -1.599793, -1.949281], [-1.024699, -0.254563, 0.205799], [2.304551, 4.075707, 1.933249], [2.923241, 1.769487, 0.792599], [0.243211, 0.694877, 0.407909], [2.796881, -0.860053, -1.187511], [-3.396609, 1.955297, -4.158591], [-0.293219, 3.628427, -4.106581], [-0.170139, -2.927523, 4.552229], [1.956101, -4.168373, 6.238879], [2.325241, 0.826567, -0.142461], [3.029971, 4.653417, 1.360429], [-0.098999, -0.200853, 0.454389], [0.866661, -1.824373, 5.368029], [3.915651, 0.406427, -1.482021], [-5.674349, -0.114093, 0.237419], [0.385571, -2.695553, -2.377651], [2.652711, -5.005613, 6.281899], [-0.166319, -0.855313, -2.508461], [-0.014819, -0.569963, 1.336579], [3.251591, -1.830763, 3.147569], [0.038431, -0.981823, 2.945389], [1.894311, 2.826077, 1.167769], [2.410261, -0.336173, 3.744069], [1.055771, -3.726913, -4.545571]], "forces_ev_per_angstrom": [[-0.51, -0.51, -0.42], [0.25, 0.03, 0.16], [0.98, 1.37, 0.78], [0.46, 0.12, 0.88], [0.55, -0.64, -0.74], [-0.34, -0.18, 0.52], [0.19, 0.89, -0.06], [1.56, -1.73, 0.12], [0.16, 0.01, 0.08], [-1.14, -0.18, -0.15], [2.66, -3.04, -1.28], [0.11, -0.06, -0.29], [-0.41, 1.20, 0.27], [0.50, -0.58, -0.26], [0.18, 0.44, -0.32], [-0.19, 0.13, 0.20], [-0.64, -0.15, -0.18], [-0.53, 0.01, -0.27], [0.32, -0.29, 0.46], [-0.50, -0.62, -0.35], [0.04, 0.68, 0.15], [-0.13, 0.57, 0.50], [-1.29, 0.89, -0.39], [-2.14, -0.44, -0.12], [-0.25, -0.58, 0.51], [0.78, -0.37, -0.09], [0.01, 1.45, 0.57], [-0.15, -0.52, 0.50], [0.18, 0.18, 0.25], [-0.62, 0.87, 0.14], [0.03, 0.37, 0.47], [-0.05, 0.92, 0.77], [-0.96, -0.56, -0.24], [0.19, -0.19, -0.94], [-0.42, 0.26, -1.07], [0.01, 0.13, -0.03], [-0.16, -0.32, -0.66], [-0.62, 0.18, -0.09], [0.20, -0.41, 0.53], [2.60, 0.20, -0.40], [-0.46, -0.40, 0.30], [0.53, 0.00, 0.10], [0.08, 0.60, -0.90], [-0.56, -0.24, -0.22], [0.38, 0.09, 0.15], [-0.05, 0.03, 0.16], [-0.76, 0.26, 0.04], [-0.13, 0.19, 0.19], [0.49, -0.68, -0.43], [-0.31, -0.92, -0.65], [-1.14, -1.28, 0.40], [-2.35, 0.27, -0.52], [1.02, -1.17, 0.12], [0.26, 0.84, -0.22], [0.52, 1.08, 0.57], [-0.38, 0.05, 0.05], [0.35, -0.22, 0.00], [0.18, 0.65, 0.11], [-0.12, -0.94, 0.31], [-1.06, 0.78, -0.45], [1.44, 1.00, 0.80], [-0.06, 0.22, -0.03], [1.26, -0.73, -2.39], [0.11, 0.12, 0.60], [0.12, 0.58, 0.16], [0.26, 0.29, 0.24], [-0.15, 0.71, -1.03], [0.21, 0.29, -0.67], [0.24, 0.50, 0.10], [0.41, -0.46, 2.78], [-0.11, 0.02, 0.37], [-0.79, -0.04, 0.11], [-1.00, -0.45, -0.20], [0.62, 0.05, 0.58], [0.06, -0.65, -0.04]], "multiplicity": 2, "e_lumo_ev": [0.4203, 0.3681], "orbital_gap_ev": [2.51, 10.03]}

***

Record 2
{"formula": "C2H8N2", "method": "ωB97M-V/def2-TZVPD", "species": ["C", "H", "H", "H", "H", "C", "H", "H", "N", "H", "H", "N"], "xyz": [[-0.814331, -0.353242, 1.298110], [-0.251398, 0.572692, -2.429900], [0.588957, 0.535453, 2.518581], [-1.025863, -2.020480, 0.673061], [0.009986, 1.610250, 1.337128], [0.663845, 0.199838, -1.975093], [0.710099, 0.535428, -0.941309], [1.459446, 0.733806, -2.512320], [-0.234157, -1.469639, 1.059173], [-1.878869, -0.197745, 1.147302], [0.854396, -0.868633, -1.974970], [-0.082111, 0.722272, 1.800237]], "forces_ev_per_angstrom": [[-1.66, 3.52, 0.00], [-0.32, -0.58, 0.07], [0.60, -0.13, 0.45], [0.92, -0.38, 0.38], [0.12, -0.25, -0.08], [0.78, 1.04, 0.00], [-0.17, -0.12, 0.13], [0.12, -0.30, 0.03], [0.71, -3.86, -1.30], [-0.21, 0.17, 0.23], [-0.40, -0.04, -0.22], [-0.48, 0.93, 0.31]], "multiplicity": 2, "e_lumo_ev": [4.6243, 4.3888], "charge": -1, "orbital_gap_ev": [2.65, 7.70]}

***

Record 3
{"formula": "C24H32N2O4", "method": "ωB97M-V/def2-TZVPD", "species": ["C", "C", "H", "C", "H", "C", "H", "C", "H", "H", "H", "H", "C", "O", "C", "H", "O", "C", "H", "H", "C", "H", "H", "H", "H", "C", "C", "H", "O", "C", "H", "H", "C", "H", "C", "H", "H", "H", "C", "C", "H", "C", "H", "C", "C", "H", "H", "N", "H", "H", "H", "H", "O", "H", "H", "C", "N", "C", "C", "C", "H", "C"], "xyz": [[3.638098, 0.380498, -2.780806], [1.798704, 1.479291, -1.697816], [-4.344443, -1.439878, 1.960506], [1.159939, -4.785154, -0.668682], [-3.177394, 2.022932, 1.721914], [-4.179194, 0.365494, 0.766923], [-0.970937, 1.530618, 1.913728], [0.418299, 1.251447, 0.294945], [1.606832, -2.050757, 2.345260], [-2.766771, 1.367128, -1.825102], [-4.453381, 0.072036, 2.889863], [-0.517199, 1.271134, -2.897233], [-0.976251, -3.097085, 0.467833], [2.561277, -3.725619, 0.935637], [-0.874166, 1.830499, 0.869228], [-5.240559, 0.639414, 0.767291], [-3.987157, -0.424913, -0.374799], [-1.973311, -2.275883, 0.967467], [-3.822640, 2.404868, 0.116096], [2.432630, -1.820176, -2.276510], [-1.884905, 1.697549, -1.272761], [2.140886, 4.015650, -0.110455], [0.996101, 0.572379, 4.775498], [-1.230056, -3.799267, -0.309676], [1.277345, 1.695510, 0.801788], [0.592447, -2.090159, 1.980908], [-3.304416, 1.639898, 0.708127], [2.077697, -5.299255, -0.942599], [-0.205989, -0.336555, 3.464245], [1.696041, -1.029840, -2.146845], [1.405071, -1.138971, 4.498539], [1.202498, -1.183832, -1.190071], [-3.928835, -0.432108, 2.073320], [0.776478, -4.246377, -1.532040], [1.448837, -3.824944, 0.461342], [5.320789, 1.600032, -3.283330], [4.320293, 3.649946, -2.341130], [1.816007, 0.089110, 3.268832], [-0.630812, 1.029364, -1.838620], [4.338077, 1.569710, -2.836504], [-3.031419, -0.418340, -0.542858], [-0.389231, -1.264869, 2.484845], [4.084244, -0.520762, -3.176993], [-1.703117, -1.342039, 1.956930], [1.913305, 3.936206, -1.173749], [0.427633, 0.164405, 0.480346], [0.832604, 3.915977, -1.284029], [0.502491, 1.553036, -1.116318], [-0.754687, -0.061276, -1.729291], [-2.968753, -2.367700, 0.563468], [0.954162, -1.125441, -2.940544], [-0.830321, 2.932263, 0.813542], [-2.585894, -0.472461, 2.501165], [0.419195, -5.517353, -0.355453], [-1.794005, 2.792661, -1.380920], [0.319944, -3.008982, 0.957962], [-2.010486, 1.314671, 0.125507], [2.373906, 0.309838, -2.207696], [1.079593, -0.209125, 4.021988], [3.776610, 2.716521, -2.308350], [2.316249, 4.814369, -1.672567], [2.512047, 2.684670, -1.741296]], "forces_ev_per_angstrom": [[0.03, 0.02, -0.02], [0.17, 0.16, -0.12], [0.04, 0.07, 0.05], [0.32, -0.04, 0.08], [0.03, 0.08, -0.03], [0.14, 0.02, 0.71], [0.00, 0.03, -0.01], [-0.16, 0.10, 0.31], [0.08, 0.05, 0.07], [0.00, 0.01, 0.05], [0.02, -0.07, -0.07], [-0.02, -0.04, 0.00], [0.47, -0.07, 0.06], [-0.05, 0.01, -0.03], [0.30, -0.16, 0.14], [0.10, 0.00, 0.09], [-0.02, -0.18, -0.44], [-0.29, 0.18, 0.19], [0.06, 0.00, 0.05], [0.02, -0.06, -0.01], [0.11, -0.19, -0.33], [-0.05, 0.08, 0.11], [0.05, -0.06, -0.04], [-0.01, -0.09, -0.09], [0.00, -0.02, 0.03], [-0.04, 0.03, 0.05], [-0.29, -0.22, -0.08], [0.01, 0.01, 0.02], [-0.35, -0.12, -0.25], [-0.06, 0.06, 0.00], [0.00, 0.03, -0.04], [-0.11, -0.05, 0.05], [-0.62, 0.20, -0.47], [-0.10, 0.02, -0.09], [0.09, -0.27, -0.25], [0.09, 0.00, -0.04], [0.04, 0.10, -0.01], [-0.01, -0.03, 0.02], [-0.33, 0.27, -0.11], [0.05, 0.02, -0.01], [0.01, 0.02, 0.08], [-0.18, -0.01, 0.01], [0.03, -0.10, -0.02], [0.25, -0.06, 0.11], [0.01, 0.01, -0.07], [0.04, 0.11, 0.00], [-0.03, 0.09, 0.04], [0.05, -0.35, -0.04], [0.02, 0.04, -0.06], [-0.08, 0.08, 0.00], [-0.09, -0.08, 0.01], [0.00, -0.04, 0.01], [0.47, -0.08, 0.02], [-0.12, -0.06, -0.03], [-0.03, -0.06, -0.01], [-0.34, 0.41, 0.32], [-0.07, 0.12, 0.03], [0.03, -0.01, 0.02], [0.24, 0.02, 0.10], [0.04, -0.04, -0.01], [0.06, 0.08, 0.01], [-0.01, 0.02, -0.02]], "e_lumo_ev": 0.4899, "orbital_gap_ev": 8.67, "smiles": "COc1cc(C(C)=O)ccc1OC[C@H](O)CN1CCN(c2c(C)cccc2C)CC1"}

***

Number 1: total energy -38213.191 eV. Number 2: total energy -5181.178 eV. Number 3: total energy -36576.983 eV.